Entry 1:
{"formula": "C4H9NO3", "method": "ωB97M-V/def2-TZVPD", "e_homo_ev": -9.2, "relative_energy_kj_mol": 730.0, "symbols": ["H", "O", "H", "H", "H", "O", "N", "C", "O", "H", "H", "C", "H", "C", "H", "C", "H"], "positions_angstrom": [[-4.13892, -0.87051, 1.03565], [3.55194, 0.26277, -0.91797], [-0.20631, -1.87683, 0.13865], [0.62363, 0.41313, 1.54585], [-1.04646, -1.10067, -1.21415], [-2.01335, -0.84441, 0.53599], [-0.12572, 0.97048, 1.15738], [2.43670, 0.27213, -0.07906], [2.44795, 0.08288, 1.14163], [-4.58787, -0.48031, 0.53718], [1.39589, 0.92552, -1.76143], [1.23698, 0.40706, -0.80181], [3.27617, 0.64628, -1.70751], [-0.16137, 0.44044, -0.19617], [-0.85569, 0.97840, -0.88454], [-0.83797, -0.99313, -0.14785], [-0.99560, 0.76677, 1.61815]]}

=====

Entry 2:
{"formula": "H12O6", "method": "ωB97M-V/def2-TZVPD", "smiles": "O.O.O.O.O.O", "e_homo_ev": -10.8, "relative_energy_kj_mol": 119.0, "symbols": ["H", "H", "O", "O", "H", "H", "H", "O", "H", "H", "H", "H", "H", "O", "H", "O", "H", "O"], "positions_angstrom": [[0.00834, 1.11534, -2.85207], [-1.37869, 1.22271, -3.40839], [0.61476, 0.07967, -1.36993], [-2.09253, 0.50014, -0.73782], [-0.39564, -1.19327, 1.71175], [1.41692, -2.62034, 1.37966], [-2.45957, -0.32467, -1.06522], [1.09730, -1.77980, 1.07463], [0.98904, 0.76807, -0.82583], [-1.72618, -0.54599, 1.25439], [1.52927, -1.19073, 1.69755], [2.16511, 1.77772, 2.23359], [-1.11247, 0.39008, -0.71261], [-1.36160, -1.20285, 1.85023], [0.78977, 1.30730, 1.98907], [1.67770, 0.93124, 2.16568], [0.74478, -0.74486, -0.84716], [-0.50630, 1.51022, -3.53753]]}

=====

Entry 3:
{"formula": "C3H10S", "method": "ωB97M-V/def2-TZVPD", "smiles": "CCC.S", "e_homo_ev": -9.8, "relative_energy_kj_mol": 15.5, "symbols": ["H", "S", "C", "H", "H", "H", "C", "H", "H", "H", "H", "H", "H", "C"], "positions_angstrom": [[0.66574, -2.24226, 0.40148], [-3.15571, -0.13569, 0.12455], [0.72948, -0.11561, 0.59299], [-4.29495, 0.58514, 0.15363], [1.64752, 1.90107, 0.47254], [1.69446, -1.49448, -0.82367], [0.76850, -1.37216, -0.24699], [0.27946, 1.62110, -0.62783], [0.03026, -1.43221, -1.05581], [1.41640, -0.25982, 1.42987], [-2.47049, 0.92289, -0.32632], [1.81478, 0.88041, -0.96261], [-0.27158, -0.02572, 1.01677], [1.14614, 1.16735, -0.14860]]}

=====

Entry 4:
{"formula": "C3H5NOS", "method": "ωB97M-V/def2-TZVPD", "e_homo_ev": [-8.2, -9.1], "relative_energy_kj_mol": 447.1, "symbols": ["H", "O", "C", "H", "S", "N", "C", "H", "H", "H", "C"], "positions_angstrom": [[-1.82391, 0.45553, -0.98690], [0.97071, -0.77265, -0.09577], [0.08185, 1.31662, -0.30733], [-1.34915, -3.10133, 0.90532], [-1.85567, -1.92570, 1.23611], [-0.28277, -0.87906, -0.53909], [-0.81020, 0.35623, -0.65135], [2.19289, 0.81455, -0.50318], [-0.01991, 2.38072, -0.34168], [1.58297, 0.75933, 1.16817], [1.31321, 0.59577, 0.11569]]}

=====

Entry 5:
{"formula": "C4H5N3O", "method": "ωB97M-V/def2-TZVPD", "e_homo_ev": -9.1, "relative_energy_kj_mol": 778.9, "symbols": ["C", "N", "N", "O", "H", "H", "C", "H", "C", "C", "N", "H", "H"], "positions_angstrom": [[-2.44804, 0.37566, -0.09255], [0.43756, -1.51450, -0.09094], [1.27761, -0.25535, -0.21528], [-2.02402, -1.16632, -0.04104], [0.83276, 1.86696, -0.03952], [-2.89842, 0.72290, 0.81250], [-0.90463, 0.49541, 0.18469], [3.45224, -0.73328, -0.62772], [-0.70204, -0.78181, 0.14536], [0.49946, 0.86842, -0.20644], [2.57403, -0.12497, 0.08024], [2.97534, -0.32922, 0.98567], [-3.07185, 0.57610, -0.89496]]}

=====

Entry 6:
{"formula": "C22H26As2BCl3N4O10Pd", "method": "ωB97M-V/def2-TZVPD", "spin_multiplicity": 3, "e_homo_ev": [-8.6, -9.2], "relative_energy_kj_mol": 22.9, "s_squared": 2.010, "symbols": ["H", "H", "H", "H", "Cl", "C", "O", "C", "C", "H", "C", "H", "C", "C", "H", "O", "C", "N", "H", "H", "As", "O", "H", "H", "C", "C", "C", "H", "O", "H", "C", "H", "C", "O", "O", "C", "H", "C", "C", "O", "Pd", "C", "H", "Cl", "H", "H", "C", "H", "C", "H", "B", "C", "O", "H", "Cl", "N", "H", "C", "C", "H", "H", "As", "H", "O", "O", "H", "C", "N", "N"], "positions_angstrom": [[-2.28109, 0.12787, 2.02165], [2.87239, 3.04323, -1.94249], [1.39987, 3.80601, -2.57067], [1.86916, -4.23001, -1.84131], [-2.63726, 3.59542, -5.71902], [-0.48584, 2.32094, 1.82292], [1.76469, -2.67781, 1.80344], [2.59858, -2.11771, -1.60652], [-3.10514, -1.22709, -2.22455], [3.51043, -2.16677, -1.03862], [0.77241, -0.12363, 2.85580], [-2.94394, 0.68162, 0.46340], [2.92935, -0.96672, 5.69674], [-1.76943, 2.98689, 2.02094], [2.16826, -1.07285, 6.46691], [1.05077, 3.83693, -0.06883], [-2.80581, -3.40181, -2.18412], [-1.74025, -2.83329, -2.74963], [2.53276, 1.78050, 1.55023], [1.56671, -4.44578, 0.72438], [-0.52300, -0.00659, 0.13799], [-2.01189, 3.27463, 3.31129], [-0.42860, -3.23465, -4.54590], [2.23587, 0.05578, -2.02136], [1.30401, -0.92383, 4.00814], [2.39567, 2.27908, 2.50715], [-1.18773, 3.28416, -4.76047], [3.30861, -1.95135, 5.43016], [2.37928, -0.31949, 4.54078], [-3.28683, 4.88608, 2.99654], [1.88963, 2.85474, -2.37293], [-3.27805, 4.13788, 4.62121], [1.97150, -0.98450, -2.11290], [0.27434, 1.34888, -4.67831], [-1.90247, 0.99773, -4.56285], [1.78086, -3.16826, -1.99775], [1.96285, 2.27061, -3.28637], [0.54121, -2.21524, 1.54283], [0.40888, -0.73562, 1.73286], [-2.53410, 3.25634, 1.11932], [-0.60798, -0.27929, -3.57547], [-0.90893, 1.76371, -4.70511], [3.73592, -0.32547, 6.03687], [-1.46530, 3.77462, -3.07329], [-3.44871, -0.20817, -2.14893], [1.31285, -4.58420, 2.47695], [0.72327, 2.70087, -0.33892], [-4.08890, 3.32636, 3.25010], [-0.09720, 1.86857, 0.53419], [2.43575, 3.35773, 2.36890], [-0.44106, -3.44631, -3.35999], [1.90354, -4.10078, 1.70018], [0.82921, -1.94141, 4.43533], [3.17541, 1.96152, 3.19639], [0.18802, 4.15512, -5.42803], [-1.91991, -1.50568, -2.76879], [2.96000, -4.30502, 1.84167], [-2.31491, -0.06227, 0.95088], [-3.71365, -2.41392, -1.83452], [-0.37118, -4.60483, -3.05302], [-4.67175, -2.53660, -1.36224], [0.67040, 1.81005, 3.32421], [-2.70673, -1.06128, 0.76885], [-0.36555, -2.88454, 1.11312], [1.10034, 2.06579, -1.46767], [-2.84944, -4.47084, -2.06491], [-3.24994, 3.95111, 3.55254], [0.75032, -2.68285, -2.69134], [0.86944, -1.34432, -2.76802]]}

=====

Entry 7:
{"formula": "C3H8N", "method": "ωB97M-V/def2-TZVPD", "total_charge": 1, "e_homo_ev": -12.4, "relative_energy_kj_mol": 262.5, "symbols": ["N", "H", "C", "H", "H", "C", "H", "H", "H", "H", "H", "C"], "positions_angstrom": [[-3.98524, 0.24514, -0.38729], [1.65578, -0.00201, -1.68324], [2.45679, -0.03429, 0.37851], [1.95048, -1.22465, 1.97150], [2.96527, 1.21439, -1.25690], [2.31713, 0.40790, -0.92816], [-4.80640, -0.06783, -0.88150], [0.62351, -1.14664, 0.58748], [-3.90236, -0.23658, 0.49082], [3.20606, 0.51271, 0.93964], [-4.06710, 1.22233, -0.23849], [1.58608, -0.89047, 1.00765]]}

=====

no.,calculated total energy (eV)
1,-11919.975
2,-12479.881
3,-14108.176
4,-17560.634
5,-10739.542
6,-213069.821
7,-4720.706